23
Properties=species:S:1:pos:R:3:lowdin_charge:R:1 method="wB97M-V/def2-TZVPD" charge=0 spin_multiplicity=1 homo_ha=-0.320 smiles="COc1ccccc1OCC(=O)O"
C 1.7923 -0.9453 2.4891 -0.0142
O 1.6807 -0.6408 0.9319 -0.1688
C 1.0655 0.5043 0.6631 -0.3186
C 1.9645 1.4951 0.2334 -0.0073
C 1.4705 2.6048 -0.4012 -0.1148
C 0.1363 2.7117 -0.3632 -0.1163
C -0.7166 1.6427 -0.1438 -0.0721
C -0.2794 0.5302 0.3483 -0.3535
O -1.1804 -0.3262 0.8028 -0.0177
C -0.9351 -1.6369 0.1713 -0.0407
C -1.5021 -1.6694 -1.3134 -0.2278
O -1.6266 -2.9342 -1.7616 -0.0322
O -1.7325 -0.3593 -1.9771 0.0114
H 2.4984 -0.0682 2.9921 0.1120
H 2.1278 -2.0808 2.5561 0.1056
H 0.7855 -0.6475 3.2494 0.1472
H 2.9235 1.2720 0.7929 0.1461
H 2.1422 3.4955 -0.8764 0.1577
H -0.7204 3.6114 -0.5176 0.1711
H -1.7852 1.9086 -0.3294 0.1412
H 0.2636 -1.7351 0.1635 0.1667
H -1.3427 -2.4472 0.8540 0.1513
H -1.9978 -0.6480 -2.9543 0.1737

=====

23
Properties=species:S:1:pos:R:3:lowdin_charge:R:1 method="wB97M-V/def2-TZVPD" charge=0 spin_multiplicity=1 homo_ha=-0.333 smiles="COc1cccc(C(=O)O)c1OC"
C -0.4168 -1.9766 2.2000 -0.0438
O 0.7203 -1.2148 1.7149 -0.1206
C 0.6308 -0.9493 0.3894 -0.2364
C 1.4425 -1.6575 -0.5245 0.0079
C 1.3512 -1.3008 -1.8470 -0.0872
C 0.5232 -0.2629 -2.2599 -0.0232
C -0.2582 0.4559 -1.3589 -0.0610
C -1.0520 1.6019 -1.9122 -0.4290
O -1.5689 1.6080 -3.0052 0.1118
O -1.0827 2.7055 -1.0794 0.0782
C -0.2632 0.0759 -0.0247 -0.1780
O -0.9583 0.7017 0.9568 -0.0917
C -0.2187 1.6259 1.7022 -0.0944
H -0.1383 -2.4462 3.1964 0.1060
H -1.2664 -1.2773 2.2598 0.0866
H -0.6554 -2.8382 1.4772 0.1158
H 2.2219 -2.3808 -0.2087 0.1335
H 2.0722 -1.7338 -2.6018 0.1270
H 0.5302 0.0278 -3.3110 0.1237
H -1.5085 3.4389 -1.6246 0.1561
H 0.4948 1.1509 2.4235 0.0979
H 0.3772 2.4169 1.1389 0.1093
H -0.9769 2.2289 2.2988 0.1116

=====

22
Properties=species:S:1:pos:R:3:lowdin_charge:R:1 method="wB97M-V/def2-TZVPD" charge=0 spin_multiplicity=1 homo_ha=-0.274
C -0.7015 -2.4773 -3.3570 -0.1393
C -0.6392 -1.2931 -3.9920 -0.4126
C 0.2596 -1.0589 -1.6627 -0.5489
C 0.8813 -0.7141 -0.5408 -0.4245
C -0.1794 -2.4632 -1.9926 -0.3116
C -0.1753 -3.3608 -1.0079 0.0791
C 0.9002 2.1202 2.2501 -0.3046
C 0.7731 3.1735 1.2632 -0.6189
C 0.5731 0.8070 1.5121 -0.4196
S -0.0350 0.0283 -3.0406 0.9520
S 1.5903 2.7741 -0.3320 0.5456
S 1.6891 0.5177 0.1525 0.7977
H -1.1409 -3.3233 -3.8504 0.1045
H -1.1561 -1.1068 -4.9174 0.0689
H 0.2387 -3.1885 -0.0698 0.0457
H -0.3390 -4.3513 -1.2635 0.0440
H 1.9888 1.9888 2.5773 0.1397
H 0.1118 2.2540 3.0380 0.1371
H -0.2793 3.3876 1.0499 0.0752
H 1.1260 4.1552 1.5275 0.0616
H 0.7676 -0.0523 2.0137 0.0452
H -0.3726 0.8552 1.0609 0.0837

=====

20
Properties=species:S:1:pos:R:3:lowdin_charge:R:1 method="wB97M-V/def2-TZVPD" charge=0 spin_multiplicity=1 homo_ha="-0.261 / -0.261"
C -0.6649 2.6274 0.1403 -0.0980
C 0.5599 3.0604 -0.3362 -0.0947
C -0.7986 1.3234 0.5862 -0.0631
C 1.6287 2.1897 -0.3657 -0.1566
C 0.2683 0.4365 0.5855 -0.2893
C 1.5081 0.8775 0.0976 -0.6777
C 0.0800 -0.9318 1.2145 -0.2008
C 0.2831 -2.1028 0.3468 0.0053
C -0.1406 -2.1370 -1.0548 -0.0711
Se 3.0839 -0.1841 0.0471 0.5968
H -1.5059 3.3019 0.1835 0.0968
H 0.6860 4.0773 -0.6798 0.1022
H -1.7575 0.9926 0.9657 0.1051
H 2.5870 2.5204 -0.7386 0.0857
H 0.7240 -1.0124 2.0953 0.1210
H -0.9596 -0.9572 1.5796 0.1358
H 0.7474 -2.9763 0.7767 0.1080
H 0.1808 -3.0540 -1.5424 0.0859
H 0.2607 -1.2808 -1.6050 0.0994
H -1.2308 -2.0575 -1.1375 0.1092

=====

32
Properties=species:S:1:pos:R:3:lowdin_charge:R:1 method="wB97M-V/def2-TZVPD" charge=+3 spin_multiplicity=1 homo_ha=-0.698
Re -1.8853 0.1927 0.1910 1.0723
S -2.3798 4.4344 3.3337 0.3346
As -2.6689 2.7722 2.0308 0.0460
S -2.2997 0.5101 2.3188 0.3440
S -2.0124 2.3422 -0.1377 0.3484
S -4.3982 3.8533 2.6129 0.3101
O -0.1072 -0.2571 0.0394 -0.2688
C 1.1783 -0.6668 -0.0606 -0.2796
C 2.0786 -0.3944 1.0846 -0.0611
C 3.2468 0.5468 0.6975 -0.1465
C 4.3603 -0.1363 -0.0879 -0.1769
C 3.9583 -0.6621 -1.4605 -0.1548
C 2.9115 -1.7638 -1.4300 -0.0751
N 1.5284 -1.2405 -1.1500 0.1923
H 2.4767 -1.3578 1.4263 0.1597
H 1.4823 0.0188 1.8968 0.1298
H 3.6460 0.9297 1.6362 0.1335
H 2.8528 1.4092 0.1515 0.1287
H 4.7716 -0.9549 0.5101 0.1338
H 5.1722 0.5800 -0.2128 0.1344
H 4.8340 -1.0974 -1.9451 0.1398
H 3.6219 0.1436 -2.1188 0.1325
H 3.1170 -2.5134 -0.6627 0.1488
H 2.8206 -2.2760 -2.3845 0.1434
H 0.8418 -1.3493 -1.8907 0.1907
O -3.4179 -0.4009 -0.4398 -0.4377
N -4.4569 -1.1763 -1.0084 0.1952
C -5.5891 -0.6055 -0.7689 -0.1956
C -5.6505 0.6167 0.0032 -0.0795
N -5.5528 1.4996 0.7270 0.2308
C -6.7630 -1.2393 -1.2624 -0.0853
N -7.7170 -1.7573 -1.6389 0.3121

=====

31
Properties=species:S:1:pos:R:3:lowdin_charge:R:1 method="wB97M-V/def2-TZVPD" charge=0 spin_multiplicity=1 homo_ha=-0.322
Au -0.7075 -0.1930 -0.4792 0.7606
C 3.0715 3.5305 1.8535 0.0060
C 1.9385 2.6807 2.2824 -0.3148
N 1.2959 2.7779 3.4012 0.1388
N 0.3413 1.8134 3.3275 0.0377
C 0.3894 1.1015 2.2009 -0.6713
S -0.6724 -0.1745 1.8133 0.7163
N 1.4204 1.6532 1.5165 -0.0795
N 1.9252 1.1668 0.3133 0.1015
H 3.2696 4.2618 2.6320 0.0917
H 2.8308 4.0504 0.9256 0.0967
H 3.9752 2.9400 1.6954 0.0880
H -0.3279 1.7040 4.0709 0.1640
H 2.9175 1.3585 0.2751 0.1021
H 1.4266 1.6070 -0.4649 0.0037
C 1.1464 -4.6307 -0.6972 -0.0971
C 1.6697 -3.7152 0.2029 -0.0969
C 1.1040 -2.4521 0.3292 -0.1646
C 0.0217 -2.1015 -0.4690 -0.3224
C -0.5079 -3.0175 -1.3681 -0.1154
C 0.0581 -4.2805 -1.4821 -0.0864
H 1.5877 -5.6149 -0.7877 0.1008
H 2.5206 -3.9833 0.8169 0.1003
H 1.5236 -1.7488 1.0347 0.0567
H -1.3468 -2.7372 -1.9928 0.0922
H -0.3545 -4.9911 -2.1868 0.1038
O -0.8655 1.3890 -3.9378 -0.3432
S -1.6976 1.2009 -2.7900 0.1523
O -1.5672 -0.2629 -2.3093 -0.5458
O -3.0684 1.6009 -2.8656 -0.3520
S -0.9014 2.1343 -1.0583 0.2763

=====

22
Properties=species:S:1:pos:R:3:lowdin_charge:R:1 method="wB97M-V/def2-TZVPD" charge=0 spin_multiplicity=2 homo_ha="-0.285 / -0.350"
H -1.2640 -0.5565 1.8049 -0.2650
Br -0.0608 0.1150 1.2034 0.3345
C -3.3748 0.5432 2.7502 -0.1769
C -2.9810 -0.5252 3.7757 -0.7498
C -2.5945 -1.7996 3.1693 -0.1422
C -2.4451 -2.9938 3.8945 -0.2546
C -2.6155 -4.2443 3.2182 -0.0283
C -2.4724 -5.4500 3.8905 -0.0876
C -2.1671 -5.4701 5.2626 -0.0808
C -2.0284 -4.2624 5.9634 -0.0791
C -2.1627 -3.0502 5.2992 -0.0519
Br -4.5246 -0.6734 4.9861 0.6975
H -2.5935 0.6170 1.9930 -0.0046
H -4.3180 0.2774 2.2595 0.0812
H -3.4448 1.5323 3.2016 0.0785
H -2.1690 -0.1939 4.4459 0.1003
H -2.6850 -1.8870 2.0972 0.1013
H -2.8387 -4.2461 2.1404 0.1170
H -2.5744 -6.3894 3.3432 0.1040
H -2.0497 -6.4324 5.7727 0.1046
H -1.7969 -4.3068 7.0259 0.1051
H -2.0250 -2.1125 5.8415 0.0970

=====

35
Properties=species:S:1:pos:R:3:lowdin_charge:R:1 method="wB97M-V/def2-TZVPD" charge=-1 spin_multiplicity=2 homo_ha="-0.034 / -0.206"
C 2.4982 1.7865 3.9745 -1.6468
Br 3.1936 3.0982 5.3097 0.2546
Br 3.6539 1.1214 2.5887 0.4191
Br 0.8187 2.5034 3.3191 0.3824
H 2.3477 0.9176 4.6153 -0.0679
C -1.8257 -2.9433 -3.0489 -1.4738
Cl -2.6304 -4.5713 -3.1976 0.4573
Cl -3.0022 -1.9638 -2.1557 0.5057
Cl -1.5181 -2.3876 -4.7032 0.5783
H -0.8467 -2.9177 -2.5703 -0.0018
C 1.1611 0.1006 0.0986 -1.5696
Cl 2.7124 -0.3470 -0.6153 0.5127
Cl -0.0345 -1.0424 -0.4241 0.5610
Cl 0.7041 1.7290 -0.3056 0.5577
H 1.3382 0.0455 1.1727 -0.0517
C -2.5203 -0.2724 3.5240 -0.1125
C -2.0675 0.0624 4.9312 -0.1369
O -0.6920 -0.1983 4.8720 0.0260
C -0.3418 -0.6883 3.6427 -0.5282
O 0.8572 -0.9560 3.2969 0.0289
O -1.3765 -0.7470 2.8106 0.0443
H -2.8242 0.6161 2.9705 0.1297
H -3.3106 -1.0198 3.4542 0.1267
H -2.4800 -0.4825 5.7804 0.1304
H -2.1940 1.1373 5.0606 0.1258
C 0.5639 0.0093 -3.8838 -0.1975
C 1.5293 1.1214 -3.8582 -0.1304
O 1.5746 1.5378 -5.2522 0.0631
C 0.4324 1.1260 -5.8584 -0.5527
O 0.0426 1.3875 -6.9754 0.1321
O -0.2896 0.4566 -4.9441 0.0139
H 0.0069 -0.0102 -2.9471 0.0772
H 0.9676 -0.9963 -4.0024 0.1167
H 2.5171 0.9204 -3.4433 0.1204
H 1.0341 1.8669 -3.2361 0.1057

=====

35
Properties=species:S:1:pos:R:3:lowdin_charge:R:1 method="wB97M-V/def2-TZVPD" charge=0 spin_multiplicity=1 homo_ha=-0.394
C -0.4934 -2.3857 1.0297 -1.4362
Br 0.4144 -2.9511 -0.6557 0.5888
Br 0.3574 -3.3929 2.5495 0.5122
Br -2.4718 -2.6649 1.0837 0.5932
H -0.3264 -1.3124 1.1199 -0.0735
C 3.7917 -3.6677 -1.1527 -1.5857
Cl 4.0351 -3.3775 0.5341 0.5609
Cl 3.1029 -5.2782 -1.3178 0.5100
Cl 5.3063 -3.6203 -2.1112 0.5205
H 3.0807 -2.8926 -1.4385 -0.0483
C -0.5198 2.6666 -1.0803 -1.4374
Cl -1.5894 2.5526 -2.4792 0.5776
Cl 1.0284 3.4957 -1.5024 0.5588
Cl -0.0292 1.1015 -0.3337 0.5612
H -1.0222 3.2138 -0.2826 0.0155
C -5.4766 0.8103 1.5123 -0.0969
C -4.4703 0.2168 0.5291 -0.1158
O -3.9768 1.4241 -0.1411 0.0218
C -4.3572 2.5258 0.5627 -0.6006
O -4.1631 3.6348 0.1762 0.1522
O -5.1413 2.2110 1.5806 0.0789
H -5.2755 0.4336 2.5152 0.1294
H -6.5022 0.5906 1.2156 0.1315
H -4.9708 -0.4255 -0.1956 0.1293
H -3.6472 -0.3127 1.0088 0.0294
C 3.4724 1.5451 0.2972 -0.1316
C 3.2488 0.0224 0.4210 -0.1820
O 2.9774 -0.3825 -0.8896 -0.0259
C 3.4112 0.6078 -1.7670 -0.5252
O 3.2310 0.6637 -2.9650 0.1417
O 3.7132 1.7099 -1.0788 0.0260
H 4.3317 1.8421 0.8985 0.1349
H 2.5305 2.0602 0.4859 0.0769
H 2.3218 -0.1787 0.9581 0.1048
H 4.0783 -0.4854 0.9130 0.1037

=====

25
Properties=species:S:1:pos:R:3:lowdin_charge:R:1 method="wB97M-V/def2-TZVPD" charge=0 spin_multiplicity=1 homo_ha="-0.279 / -0.309"
C 0.5508 0.0410 0.4603 0.1287
C 0.0899 0.5227 -0.7465 -0.2769
C 1.1277 0.8189 1.3877 -0.4020
C 0.9385 2.5442 -0.1279 -0.5037
C -0.3077 -1.6195 -1.9113 -0.0697
C -0.2598 -2.4780 -0.8453 -0.1981
C -0.6816 -0.1991 -1.7419 -0.1629
C -0.7911 -2.1994 0.4227 -0.6920
C -2.0824 -1.6270 0.7172 -0.1390
N 0.3366 1.8068 -0.9860 0.1373
N 1.1508 2.1529 1.1023 0.1775
N 1.4710 0.2924 2.5490 0.1829
N 1.2960 3.7539 -0.7317 0.1105
Br 0.0447 -3.2184 1.8446 0.7125
H 0.3082 -1.7753 -2.7830 0.1044
H 0.5259 -3.3332 -0.9782 0.1301
H -1.7469 -0.0296 -1.6504 0.1265
H -0.4644 0.2219 -2.6577 0.0889
H -2.2387 -0.6927 0.2759 0.0499
H -1.9683 -1.5130 1.7634 0.0445
H -3.0475 -2.1841 0.4656 0.1278
H 1.5964 -0.6507 2.5700 0.0382
H 1.8726 0.7917 3.2775 0.0906
H 0.7334 3.9324 -1.5211 0.0573
H 1.5458 4.6414 -0.1553 0.1366

=====

25
Properties=species:S:1:pos:R:3:lowdin_charge:R:1 method="wB97M-V/def2-TZVPD" charge=0 spin_multiplicity=1 homo_ha=-0.337
C -3.3822 1.2188 -1.9805 0.0211
C -3.2787 2.1204 -0.9893 -0.1463
C -2.4038 1.9072 0.2169 -0.2320
O -1.2230 2.7269 0.0551 -0.3409
S 0.1018 2.0809 -0.5863 0.8361
O -0.2268 0.8841 -1.3216 -0.4427
O 0.2954 3.3179 -1.6984 -0.8997
Br 0.9938 2.8098 -3.2988 0.7663
H -3.5146 0.1625 -1.7669 0.0688
H -3.3232 1.5306 -3.0188 0.0652
H -3.8376 3.0522 -1.0122 0.1045
H -2.8703 2.2747 1.1302 0.1188
H -2.1550 0.8583 0.3711 0.1147
C 2.8742 -1.1595 1.8120 -0.0948
C 3.0364 -2.5168 2.0522 -0.1003
C 2.2274 -3.4372 1.4002 -0.0998
C 1.2622 -2.9989 0.5042 -0.0933
C 1.1004 -1.6414 0.2608 -0.0900
C 1.9057 -0.7209 0.9183 -0.0952
H 3.5039 -0.4416 2.3221 0.0999
H 3.7933 -2.8570 2.7473 0.0988
H 2.3501 -4.4959 1.5901 0.0988
H 0.6343 -3.7172 -0.0077 0.0997
H 0.3521 -1.2979 -0.4400 0.0808
H 1.7841 0.3401 0.7399 0.0617

=====

23
Properties=species:S:1:pos:R:3:lowdin_charge:R:1 method="wB97M-V/def2-TZVPD" charge=0 spin_multiplicity=1 homo_ha=-0.264
C -2.1999 -0.1991 0.7636 -0.1025
C -1.6357 0.7928 1.4874 -0.6603
C -0.1894 0.7044 1.3769 -0.2127
C 0.0271 -0.5174 0.5919 -0.2949
C 0.6999 1.6096 1.8227 -0.0877
C 1.1577 -1.1582 0.2801 0.0705
C 2.1703 1.5878 1.5929 -0.1008
C -0.0924 -0.9074 -3.0712 -0.0968
C -1.1506 -1.7091 -2.4242 -0.0548
N -1.2238 -1.0141 0.2432 0.0360
F -2.3573 -1.2620 -2.7952 0.0053
Cl -2.4527 1.9934 2.3964 0.6794
H -3.2379 -0.4222 0.6101 0.1232
H 0.3166 2.4434 2.3910 0.0854
H 2.1209 -0.8240 0.6029 0.0360
H 2.3966 1.3789 0.5483 0.0734
H 2.6447 0.8145 2.1963 0.0816
H 2.6105 2.5418 1.8625 0.0695
H 0.6278 -1.5945 -3.5119 0.0856
H 0.4392 -0.3923 -2.2658 0.0731
H -0.4513 -0.1905 -3.8090 0.0784
H 1.1201 -2.0608 -0.3047 0.0607
H -1.3401 -1.6150 -0.5844 0.0522